No. 1
{"formula": "C17H30N5O6Ti", "method": "ωB97M-V with the def2-TZVPD basis set", "symbols": ["Ti", "C", "C", "O", "C", "C", "O", "C", "C", "O", "C", "C", "O", "C", "C", "O", "C", "C", "O", "H", "H", "H", "H", "H", "H", "H", "H", "H", "H", "H", "H", "H", "H", "H", "H", "H", "H", "H", "H", "H", "H", "H", "H", "N", "C", "N", "C", "N", "C", "N", "C", "C", "N", "H", "H", "H", "H", "H", "H"], "positions_angstrom": [[0.29, 0.21, 0.17], [1.48, 3.06, -0.81], [0.44, 2.55, -1.80], [0.45, 1.10, -1.78], [1.32, 0.43, -2.72], [2.63, 0.14, -2.03], [2.26, -0.41, -0.75], [2.93, -1.62, -0.32], [1.89, -2.70, -0.32], [0.76, -2.08, 0.33], [-0.03, -3.01, 1.11], [-1.25, -2.23, 1.55], [-0.86, -0.85, 1.77], [-0.40, -0.55, 3.11], [1.10, -0.54, 3.10], [1.46, 0.26, 1.94], [2.63, 1.12, 2.06], [2.26, 2.40, 1.38], [1.70, 1.99, 0.13], [1.12, 3.95, -0.29], [2.44, 3.29, -1.28], [0.64, 2.89, -2.82], [-0.56, 2.84, -1.52], [1.45, 1.05, -3.61], [0.81, -0.49, -3.00], [3.23, 1.03, -1.86], [3.21, -0.58, -2.60], [3.32, -1.44, 0.68], [3.77, -1.84, -0.99], [2.22, -3.57, 0.24], [1.59, -3.01, -1.32], [0.58, -3.36, 1.95], [-0.31, -3.87, 0.50], [-1.68, -2.64, 2.46], [-2.01, -2.21, 0.78], [-0.80, -1.27, 3.82], [-0.80, 0.44, 3.36], [1.54, -1.53, 2.99], [1.50, -0.07, 4.00], [3.48, 0.62, 1.58], [2.85, 1.28, 3.12], [3.15, 3.02, 1.21], [1.52, 2.98, 1.94], [-0.84, 1.56, 0.67], [-1.67, 2.16, 1.34], [-2.41, 2.84, 1.98], [-3.59, 2.98, 2.56], [-4.61, 3.10, 3.07], [-3.45, -0.69, -3.60], [-3.38, -0.83, -2.13], [-4.64, -1.09, -1.39], [-2.27, -0.73, -1.51], [-1.25, -0.64, -0.94], [-3.86, -1.60, -4.02], [-2.45, -0.51, -4.00], [-4.10, 0.16, -3.84], [-5.05, -2.04, -1.73], [-5.34, -0.29, -1.60], [-4.44, -1.14, -0.33]], "nbo_charge": [1.74, -0.10, -0.08, -0.53, -0.09, -0.09, -0.57, -0.08, -0.09, -0.56, -0.10, -0.08, -0.53, -0.09, -0.09, -0.56, -0.08, -0.09, -0.54, 0.23, 0.22, 0.24, 0.23, 0.25, 0.22, 0.22, 0.24, 0.21, 0.24, 0.24, 0.22, 0.21, 0.24, 0.24, 0.22, 0.25, 0.22, 0.21, 0.24, 0.22, 0.24, 0.25, 0.21, -0.76, 0.75, -0.43, 0.36, -0.16, -0.40, -0.41, -0.40, 0.71, -0.59, 0.25, 0.22, 0.24, 0.24, 0.25, 0.22], "gap_ev": 7.3, "e_homo_ev": -18.432, "multiplicity": 1, "total_charge": 3, "lumo_energy_ev": -11.16, "e_above_lowest_kj_mol": 0.00}

No. 2
{"formula": "C17H62O14", "method": "ωB97M-V with the def2-TZVPD basis set", "symbols": ["C", "O", "H", "H", "H", "H", "C", "O", "H", "H", "H", "H", "C", "O", "H", "H", "H", "H", "C", "O", "H", "H", "H", "H", "C", "O", "H", "H", "H", "H", "C", "O", "H", "H", "H", "H", "C", "O", "H", "H", "H", "H", "C", "O", "H", "H", "H", "H", "C", "O", "H", "H", "H", "H", "O", "H", "H", "C", "C", "O", "H", "H", "H", "H", "H", "H", "C", "C", "O", "H", "H", "H", "H", "H", "H", "C", "C", "O", "H", "H", "H", "H", "H", "H", "C", "C", "O", "H", "H", "H", "H", "H", "H"], "positions_angstrom": [[-4.47, 0.67, 3.66], [-5.43, -0.35, 3.75], [-3.61, 0.31, 3.09], [-4.84, 1.58, 3.19], [-4.11, 0.97, 4.64], [-6.32, 0.02, 3.83], [-1.16, 6.90, -3.79], [-1.41, 5.58, -4.23], [-1.68, 7.18, -2.88], [-0.11, 7.09, -3.61], [-1.46, 7.67, -4.50], [-1.51, 4.99, -3.48], [0.15, -3.18, 6.24], [0.02, -2.36, 5.02], [0.58, -2.75, 7.15], [-0.81, -3.63, 6.49], [0.85, -3.98, 6.00], [-0.74, -2.76, 4.58], [-0.44, 5.07, 3.21], [-0.81, 5.67, 4.44], [-0.93, 5.56, 2.37], [0.65, 4.99, 3.24], [-0.75, 4.03, 3.12], [-1.76, 5.74, 4.42], [-3.28, -4.50, 1.15], [-3.11, -3.59, 2.25], [-4.36, -4.65, 1.07], [-2.99, -3.98, 0.24], [-2.75, -5.44, 1.31], [-3.95, -3.16, 2.41], [0.33, -0.25, 0.07], [0.11, 0.54, -1.12], [-0.62, -0.29, 0.60], [0.72, -1.24, -0.13], [0.97, 0.34, 0.73], [-0.50, 1.24, -0.87], [5.75, 3.92, 4.00], [5.46, 2.70, 3.46], [6.72, 4.17, 3.59], [4.99, 4.61, 3.64], [5.89, 3.88, 5.08], [4.55, 2.45, 3.65], [5.16, -2.66, -1.51], [4.60, -2.90, -2.80], [6.06, -2.05, -1.59], [4.33, -2.25, -0.92], [5.43, -3.64, -1.13], [4.05, -2.17, -3.09], [1.81, 1.10, -5.70], [1.99, 0.07, -4.81], [0.85, 1.61, -5.61], [2.56, 1.88, -5.56], [1.96, 0.75, -6.72], [1.51, 0.36, -4.04], [1.89, 1.15, 4.51], [1.38, 0.35, 4.45], [1.74, 1.46, 5.41], [-1.87, -3.48, -4.83], [-3.32, -3.99, -4.82], [-3.30, -5.38, -4.68], [-1.73, -2.42, -5.00], [-1.42, -3.95, -5.70], [-1.27, -3.78, -3.97], [-3.85, -3.71, -5.73], [-4.01, -3.59, -4.07], [-2.85, -5.80, -5.41], [4.58, 3.20, -1.54], [3.40, 4.09, -1.13], [3.93, 5.42, -1.21], [4.42, 2.15, -1.29], [5.50, 3.40, -0.99], [4.60, 3.30, -2.63], [3.21, 3.93, -0.07], [2.51, 3.98, -1.74], [3.33, 6.11, -0.91], [1.55, -6.84, 0.32], [1.68, -6.57, 1.79], [1.27, -7.71, 2.47], [0.52, -7.01, 0.00], [2.13, -7.71, 0.00], [1.82, -5.95, -0.25], [1.02, -5.74, 2.06], [2.71, -6.40, 2.10], [1.52, -7.74, 3.39], [-5.69, 1.45, -1.23], [-4.65, 2.06, -2.14], [-3.65, 2.72, -1.41], [-5.13, 0.74, -0.63], [-6.54, 1.01, -1.74], [-6.20, 2.14, -0.55], [-5.01, 2.70, -2.94], [-4.38, 1.18, -2.73], [-3.98, 3.38, -0.80]], "lowdin_charge": [-0.18, -0.12, 0.08, 0.07, 0.07, 0.08, -0.18, -0.11, 0.07, 0.07, 0.08, 0.07, -0.13, -0.14, 0.07, 0.07, 0.07, 0.06, -0.17, -0.12, 0.08, 0.08, 0.06, 0.07, -0.14, -0.15, 0.08, 0.07, 0.08, 0.06, -0.14, -0.14, 0.07, 0.08, 0.07, 0.06, -0.20, -0.11, 0.08, 0.08, 0.08, 0.07, -0.15, -0.14, 0.07, 0.07, 0.08, 0.06, -0.20, -0.10, 0.08, 0.07, 0.08, 0.07, -0.05, 0.02, 0.03, -0.08, -0.33, -0.08, 0.07, 0.07, 0.07, 0.10, 0.11, 0.08, -0.08, -0.31, -0.10, 0.06, 0.08, 0.07, 0.10, 0.10, 0.08, -0.09, -0.35, -0.08, 0.07, 0.08, 0.07, 0.11, 0.11, 0.08, -0.10, -0.34, -0.07, 0.08, 0.08, 0.07, 0.11, 0.11, 0.08], "gap_ev": 9.8, "e_homo_ev": -10.037, "multiplicity": 1, "lumo_energy_ev": -0.19, "e_above_lowest_kj_mol": 413.55}

No. 3
{"formula": "CH2NP3", "method": "ωB97M-V with the def2-TZVPD basis set", "symbols": ["C", "N", "P", "P", "P", "H", "H"], "positions_angstrom": [[-0.13, -1.30, -0.39], [1.20, 0.90, 0.32], [-1.50, -0.26, -0.30], [1.66, -0.62, 0.00], [-0.28, 1.59, -0.06], [-0.31, -2.25, -0.74], [-0.65, 1.94, 1.17]], "nbo_charge": [-0.97, -1.18, 0.38, 1.01, 0.57, 0.21, -0.02], "gap_ev": 7.9, "e_homo_ev": -8.990, "multiplicity": 1, "lumo_energy_ev": -1.07, "e_above_lowest_kj_mol": 21.12}

No. 4
{"formula": "C35H31O12PS", "method": "ωB97M-V with the def2-TZVPD basis set", "symbols": ["C", "C", "C", "C", "O", "S", "O", "O", "O", "C", "C", "C", "O", "P", "O", "O", "O", "H", "H", "H", "H", "H", "H", "H", "H", "H", "H", "H", "H", "H", "H", "H", "C", "C", "C", "C", "C", "C", "C", "O", "C", "C", "C", "C", "C", "C", "C", "O", "H", "H", "H", "H", "H", "H", "H", "H", "C", "C", "C", "C", "C", "C", "C", "O", "C", "C", "C", "C", "C", "C", "C", "O", "H", "H", "H", "H", "H", "H", "H", "H"], "positions_angstrom": [[2.42, -2.26, 2.26], [1.98, -2.34, 0.77], [0.45, -2.45, 0.65], [0.02, -3.81, 1.11], [0.08, -4.90, 0.14], [-0.14, -6.17, 1.12], [1.04, -6.53, 1.80], [-0.73, -7.28, 0.48], [-1.23, -5.46, 2.10], [-1.33, -4.05, 1.74], [-1.74, -3.20, 2.93], [-2.19, -1.77, 2.55], [-3.51, -1.53, 2.98], [-2.83, -4.11, 0.60], [-4.03, -3.96, 1.39], [-2.94, -5.53, -0.14], [-2.66, -3.02, -0.55], [3.35, -1.74, 2.39], [2.47, -3.28, 2.60], [1.58, -1.79, 2.79], [2.35, -1.47, 0.23], [2.38, -3.24, 0.31], [0.16, -2.25, -0.38], [0.03, -1.65, 1.26], [0.70, -4.17, 1.89], [-2.48, -3.69, 3.55], [-0.84, -3.10, 3.54], [-1.54, -1.05, 3.06], [-2.09, -1.62, 1.48], [-4.02, -1.20, 2.22], [-3.28, -6.12, 0.56], [-3.50, -2.99, -1.05], [-1.87, 1.35, -2.38], [-2.04, 2.45, -3.21], [-3.28, 3.05, -3.33], [-4.36, 2.54, -2.62], [-4.19, 1.42, -1.80], [-2.94, 0.83, -1.68], [-5.36, 0.83, -1.07], [-5.21, -0.14, -0.36], [-6.69, 1.46, -1.24], [-7.79, 0.90, -0.61], [-9.04, 1.48, -0.76], [-9.19, 2.63, -1.52], [-8.10, 3.20, -2.15], [-6.85, 2.61, -2.02], [-5.69, 3.21, -2.74], [-5.82, 4.21, -3.40], [-0.89, 0.89, -2.29], [-1.20, 2.84, -3.77], [-3.41, 3.91, -3.97], [-2.79, -0.03, -1.04], [-7.67, 0.00, -0.02], [-9.90, 1.04, -0.27], [-10.17, 3.09, -1.62], [-8.22, 4.09, -2.75], [4.00, 5.00, 1.35], [3.30, 3.81, 1.54], [3.87, 2.60, 1.20], [5.14, 2.56, 0.65], [5.84, 3.75, 0.43], [5.27, 4.97, 0.79], [7.19, 3.74, -0.20], [7.80, 4.77, -0.38], [7.77, 2.43, -0.60], [9.00, 2.40, -1.25], [9.55, 1.18, -1.62], [8.88, -0.01, -1.34], [7.65, 0.02, -0.71], [7.09, 1.24, -0.35], [5.75, 1.25, 0.30], [5.16, 0.21, 0.54], [3.56, 5.94, 1.62], [2.30, 3.84, 1.97], [3.32, 1.68, 1.36], [5.82, 5.88, 0.63], [9.52, 3.32, -1.45], [10.51, 1.16, -2.12], [9.32, -0.95, -1.63], [7.13, -0.90, -0.50]], "lowdin_charge": [-0.07, -0.21, -0.13, -0.32, -0.13, 0.62, -0.21, -0.21, -0.16, -0.41, -0.09, -0.26, -0.05, 0.49, -0.22, -0.11, -0.10, 0.07, 0.07, 0.07, 0.10, 0.11, 0.13, 0.11, 0.13, 0.13, 0.13, 0.12, 0.09, 0.09, 0.10, 0.11, -0.06, -0.05, 0.00, -0.08, -0.08, 0.00, -0.28, 0.10, -0.08, 0.00, -0.05, -0.05, 0.00, -0.08, -0.28, 0.11, 0.11, 0.11, 0.12, 0.11, 0.12, 0.11, 0.11, 0.12, -0.06, -0.06, 0.00, -0.08, -0.08, 0.00, -0.28, 0.11, -0.08, 0.00, -0.05, -0.06, 0.00, -0.08, -0.28, 0.09, 0.11, 0.11, 0.12, 0.12, 0.12, 0.11, 0.11, 0.12], "gap_ev": 8.8, "e_homo_ev": -10.048, "multiplicity": 1, "lumo_energy_ev": -1.24}

No. 5
{"formula": "C26H33N3O3", "method": "ωB97M-V with the def2-TZVPD basis set", "symbols": ["C", "H", "H", "H", "C", "N", "C", "C", "C", "C", "C", "C", "C", "H", "H", "H", "H", "H", "H", "H", "C", "C", "H", "C", "N", "C", "O", "C", "H", "H", "C", "C", "H", "H", "O", "C", "C", "C", "O", "N", "C", "C", "C", "C", "C", "C", "H", "H", "H", "H", "C", "H", "H", "H", "H", "H", "H", "H", "H", "H", "H", "H", "H", "H", "H"], "positions_angstrom": [[4.25, -1.25, 1.60], [4.82, -0.70, 0.86], [4.94, -1.75, 2.27], [3.65, -2.01, 1.09], [3.33, -0.33, 2.40], [2.35, 0.32, 1.55], [1.12, 0.63, 2.27], [0.31, -0.62, 2.45], [0.08, -1.46, 1.37], [-0.65, -2.62, 1.51], [-1.18, -2.96, 2.75], [-0.97, -2.13, 3.84], [-0.23, -0.97, 3.69], [-0.06, -0.32, 4.54], [-1.38, -2.38, 4.80], [-1.76, -3.86, 2.87], [-0.82, -3.26, 0.66], [0.50, -1.19, 0.41], [0.54, 1.34, 1.68], [1.32, 1.10, 3.24], [2.87, 1.46, 0.80], [2.19, 1.54, -0.56], [1.11, 1.55, -0.42], [2.57, 0.34, -1.44], [1.66, 0.16, -2.55], [1.87, 0.70, -3.77], [2.90, 1.27, -4.07], [0.70, 0.52, -4.72], [1.10, 0.40, -5.73], [0.13, -0.38, -4.46], [-0.22, 1.74, -4.69], [-0.69, 2.09, -3.28], [-1.41, 2.92, -3.31], [0.16, 2.39, -2.66], [-1.32, 0.94, -2.72], [-1.72, 0.98, -1.44], [-1.56, 2.01, -0.58], [-1.99, 1.97, 0.79], [-1.80, 2.88, 1.58], [-2.66, 0.81, 1.19], [-2.86, -0.26, 0.36], [-3.53, -1.41, 0.79], [-3.72, -2.48, -0.06], [-3.24, -2.44, -1.37], [-2.58, -1.32, -1.81], [-2.38, -0.22, -0.97], [-2.21, -1.26, -2.82], [-3.39, -3.29, -2.02], [-4.24, -3.35, 0.30], [-3.91, -1.47, 1.79], [-3.14, 0.78, 2.55], [-2.85, 1.72, 3.01], [-4.22, 0.68, 2.58], [-2.68, -0.05, 3.10], [-1.09, 2.94, -0.87], [-1.09, 1.55, -5.32], [0.31, 2.61, -5.08], [0.75, -0.21, -2.33], [3.57, 0.48, -1.86], [2.56, -0.56, -0.82], [2.48, 2.47, -1.06], [3.94, 1.33, 0.66], [2.72, 2.40, 1.35], [3.94, 0.40, 2.96], [2.78, -0.94, 3.13]], "nbo_charge": [-0.61, 0.20, 0.21, 0.21, -0.21, -0.47, -0.26, 0.06, -0.22, -0.20, -0.23, -0.22, -0.25, 0.21, 0.21, 0.21, 0.22, 0.21, 0.22, 0.18, -0.22, -0.41, 0.20, -0.24, -0.62, 0.67, -0.63, -0.49, 0.24, 0.21, -0.40, -0.07, 0.19, 0.19, -0.51, 0.40, -0.43, 0.64, -0.64, -0.43, 0.30, -0.26, -0.18, -0.25, -0.16, -0.18, 0.23, 0.22, 0.22, 0.23, -0.44, 0.26, 0.20, 0.21, 0.24, 0.21, 0.23, 0.40, 0.23, 0.21, 0.21, 0.20, 0.18, 0.17, 0.20], "gap_ev": 8.8, "e_homo_ev": -8.459, "multiplicity": 1, "lumo_energy_ev": 0.30, "e_above_lowest_kj_mol": 39.25}

No. 6
{"formula": "C10H29I2MnO8P2Si3", "method": "ωB97M-V with the def2-TZVPD basis set", "symbols": ["Mn", "O", "P", "O", "O", "O", "P", "O", "O", "O", "H", "H", "C", "O", "Si", "C", "C", "C", "Si", "C", "C", "C", "Si", "C", "C", "C", "H", "H", "H", "H", "H", "H", "H", "H", "H", "H", "H", "H", "H", "H", "H", "H", "H", "H", "H", "H", "H", "H", "H", "H", "H", "H", "H", "I", "I"], "positions_angstrom": [[1.03, -0.60, 0.27], [2.75, -0.93, -1.32], [3.69, -1.07, 0.05], [5.11, -0.83, -0.18], [2.90, -0.37, 1.16], [3.35, -2.63, 0.32], [1.98, -3.52, -0.13], [2.13, -4.81, 0.90], [2.12, -4.02, -1.51], [0.77, -2.74, 0.38], [3.03, -0.19, -1.84], [2.67, -5.42, 0.41], [2.76, 2.70, -1.09], [1.52, 2.11, -0.99], [0.25, 2.27, 0.11], [-0.69, 3.72, -0.61], [1.03, 2.89, 1.70], [-0.60, 0.69, 0.02], [-1.24, 0.20, -1.65], [-2.99, 0.74, -1.98], [-1.22, -1.63, -1.80], [-0.21, 0.87, -3.11], [-1.45, -0.06, 1.49], [-2.13, -1.80, 1.30], [-0.17, -0.34, 2.83], [-2.82, 0.97, 2.27], [3.26, 2.78, -0.13], [2.80, 3.66, -1.57], [3.41, 2.07, -1.71], [-0.16, 4.69, -0.55], [-1.70, 3.86, -0.16], [-0.72, 3.54, -1.70], [1.65, 3.79, 1.49], [1.68, 2.14, 2.21], [0.24, 3.19, 2.41], [-3.56, 0.48, -1.10], [-3.49, 0.33, -2.91], [-3.01, 1.86, -2.10], [-2.13, -2.08, -1.39], [-0.39, -2.12, -1.25], [-1.11, -1.93, -2.84], [-0.23, 1.97, -3.11], [-0.66, 0.49, -4.02], [0.83, 0.54, -3.02], [-1.34, -2.50, 1.15], [-2.85, -1.91, 0.47], [-2.60, -2.00, 2.24], [0.67, -0.99, 2.58], [-0.58, -0.82, 3.73], [0.28, 0.63, 3.12], [-3.66, 1.21, 1.60], [-2.43, 1.94, 2.67], [-3.33, 0.42, 3.10], [-1.08, -5.74, 1.34], [-3.35, -5.70, 2.44]], "nbo_charge": [1.31, -1.00, 2.52, -1.09, -1.18, -1.10, 2.51, -0.99, -1.11, -1.20, 0.51, 0.49, -0.21, -0.92, 2.00, -1.17, -1.16, -2.06, 1.76, -1.14, -1.15, -1.09, 1.72, -1.12, -1.12, -1.13, 0.18, 0.16, 0.16, 0.23, 0.23, 0.23, 0.24, 0.25, 0.23, 0.23, 0.23, 0.23, 0.24, 0.26, 0.24, 0.23, 0.22, 0.22, 0.26, 0.23, 0.23, 0.23, 0.25, 0.24, 0.23, 0.23, 0.23, 0.06, -0.05], "gap_ev": [7.0, 7.6], "e_homo_ev": [-5.685, -6.241], "multiplicity": 6, "total_charge": -1, "lumo_energy_ev": [1.32, 1.32]}

No. 7
{"formula": "C9H11N2", "method": "ωB97M-V with the def2-TZVPD basis set", "symbols": ["C", "C", "C", "C", "C", "C", "C", "C", "C", "N", "N", "H", "H", "H", "H", "H", "H", "H", "H", "H", "H", "H"], "positions_angstrom": [[-3.06, -0.73, 0.12], [-3.08, 0.72, -0.08], [-1.89, -1.41, 0.19], [-1.98, 1.51, -0.15], [0.59, -0.96, -0.12], [-0.70, -0.64, -0.01], [-0.69, 0.86, -0.03], [2.40, 0.24, -1.20], [2.15, 0.08, 1.23], [0.49, 1.35, -0.03], [1.44, 0.19, -0.07], [-3.92, -1.31, 0.31], [-4.12, 1.10, -0.03], [-1.77, -2.45, 0.30], [-2.05, 2.55, -0.21], [1.25, -2.19, -0.22], [1.71, 0.52, -2.03], [3.21, 0.97, -1.12], [2.81, -0.81, -1.30], [2.91, -0.72, 1.13], [2.69, 1.08, 1.20], [1.60, 0.05, 2.12]], "lowdin_charge": [0.00, -0.03, 0.03, 0.05, -0.04, -0.14, -0.22, 0.02, 0.01, 0.22, -0.37, 0.11, 0.13, 0.12, 0.11, 0.27, 0.13, 0.11, 0.12, 0.12, 0.13, 0.09], "gap_ev": [8.0, 7.3], "e_homo_ev": [-10.674, -14.267], "multiplicity": 3, "total_charge": 1, "lumo_energy_ev": [-2.71, -7.00], "e_above_lowest_kj_mol": 157.42}

no.,calculated total energy (eV),M (g/mol)
1,-60938.644,448.32
2,-47291.821,490.67
3,-30424.225,120.96
4,-81494.117,706.66
5,-38112.061,435.57
6,-116967.905,732.29
7,-12479.184,147.20